Molecular formula: C47H64BBr4O31S5
Method: DFT, the ωB97M-V functional and the def2-TZVPD basis

Positions of all 152 atoms, in Å:
Br1 -0.317 4.427 -6.394
Br2 -2.688 -8.603 1.387
Br3 0.356 6.538 -3.644
Br4 -4.120 -5.706 2.799
S1 -4.571 -4.502 -2.984
S2 -2.575 0.186 6.268
S3 -0.633 -0.405 -6.157
S4 6.190 3.058 2.457
S5 4.350 1.997 -5.423
O1 -2.289 -0.310 7.611
O2 3.196 1.181 -5.054
O3 7.488 3.794 1.700
O4 -1.891 -1.516 2.464
O5 6.714 2.464 3.673
O6 -0.030 0.318 -1.011
O7 0.701 2.309 -2.010
O8 -1.687 0.806 -5.903
O9 -1.399 -1.679 -6.268
O10 2.614 -6.849 1.218
O11 5.598 1.257 -5.592
O12 -4.287 2.348 0.561
O13 3.831 0.419 3.597
O14 -4.374 -5.956 -2.794
O15 -3.238 -3.742 -3.601
O16 -5.762 -4.063 -3.788
O17 1.929 -0.273 0.135
O18 -3.765 -0.215 5.505
O19 4.956 3.924 2.505
O20 0.736 2.562 4.931
O21 -7.247 -0.468 4.235
O22 0.317 -0.026 -7.170
O23 -1.279 -3.669 0.496
O24 3.061 1.720 -0.192
O25 0.075 -7.808 -3.448
O26 0.243 -2.035 -0.227
O27 4.593 3.204 -4.285
O28 0.385 -3.813 3.985
O29 -2.396 1.868 6.300
O30 0.562 5.579 0.370
O31 -0.142 -0.388 1.365
C1 -4.189 0.841 -6.444
C2 -4.385 2.537 7.754
C3 1.763 3.205 2.813
C4 -6.647 0.059 3.342
C5 -6.315 1.985 1.690
C6 -4.526 0.435 2.059
C7 -2.095 -7.654 3.022
C8 -0.839 4.299 -4.451
C9 -0.732 -2.490 0.539
C10 -5.261 -0.192 2.932
C11 3.418 4.039 -4.166
C12 -2.892 2.565 7.499
C13 0.701 3.192 3.902
C14 -1.015 -1.416 1.623
C15 -4.780 -3.619 -1.269
C16 1.565 -2.101 4.936
C17 6.483 6.152 1.129
C18 0.805 1.324 -1.249
C19 -4.958 1.635 1.329
C20 -1.189 -0.222 5.069
C21 2.213 -2.792 2.696
C22 1.979 -8.135 -2.150
C23 -0.503 4.798 2.326
C24 7.144 4.810 0.708
C25 1.273 -2.990 3.838
C26 3.178 -0.623 3.754
C27 -0.844 -4.084 -3.616
C28 2.146 0.968 -0.445
C29 0.593 4.848 1.379
C30 4.014 3.007 -6.878
C31 2.055 -7.097 0.168
C32 -7.094 1.297 2.582
C33 0.705 -6.617 -0.132
C34 2.417 -1.036 4.932
C35 2.963 -1.667 2.635
C36 -0.461 4.068 3.483
C37 -2.714 0.973 -6.886
C38 -1.364 5.548 -3.884
C39 0.657 -7.570 -2.413
C40 1.711 4.009 1.645
C41 6.051 1.817 1.158
C42 -2.054 -3.852 -2.763
C43 -2.232 -6.134 2.772
C44 3.613 4.610 -2.688
C45 2.619 -7.826 -0.993
C46 0.026 -6.936 -1.265
C47 0.298 -0.334 -4.495
B1 0.485 -0.611 0.062
H1 -4.287 -0.070 -5.853
H2 6.637 6.829 0.289
H3 -1.353 4.074 4.091
H4 -5.022 3.288 7.288
H5 -0.773 -4.885 -4.353
H6 -4.854 1.562 7.619
H7 3.375 4.805 -4.940
H8 7.025 6.383 2.046
H9 -2.076 5.899 -4.631
H10 -1.045 -7.792 3.282
H11 2.833 5.306 -2.381
H12 2.427 -8.718 -2.941
H13 -4.561 1.671 -5.843
H14 -8.091 1.686 2.724
H15 -2.538 3.589 7.380
H16 -4.731 -1.094 3.199
H17 -2.075 -4.698 -2.077
H18 0.147 -6.106 0.638
H19 6.606 4.401 -0.147
H20 0.017 3.874 -3.928
H21 4.192 2.470 -7.810
H22 -2.393 1.800 -7.519
H23 3.521 -1.370 1.760
H24 8.140 5.143 0.417
H25 5.378 2.135 0.361
H26 -1.012 0.520 4.290
H27 -1.364 -1.212 4.648
H28 5.792 0.853 1.595
H29 2.528 4.000 0.939
H30 -0.440 -0.367 -3.693
H31 -4.843 -2.547 -1.454
H32 -2.705 0.260 -7.711
H33 1.199 -2.231 5.943
H34 -0.264 -0.210 5.646
H35 -1.716 -2.985 -2.195
H36 4.768 3.794 -6.878
H37 3.698 3.762 -2.008
H38 -3.931 -3.737 -0.596
H39 -3.568 -0.019 1.853
H40 3.560 -8.354 -0.955
H41 2.153 -3.584 1.964
H42 2.646 2.593 2.915
H43 4.498 5.238 -2.587
H44 -1.853 5.511 -2.911
H45 7.126 1.681 1.039
H46 2.445 3.550 -4.136
H47 0.052 -4.232 -3.013
H48 -1.716 -5.600 3.570
H49 -1.877 -5.943 1.759
H50 0.920 -1.220 -4.625
H51 -4.414 2.666 8.836
H52 -1.000 -6.603 -1.314
H53 0.852 0.603 -4.440
H54 -1.505 3.437 -4.412
H55 -4.815 1.000 -7.322
H56 2.995 3.347 -6.692
H57 -0.598 -3.153 -4.127
H58 -2.390 2.369 8.447
H59 5.483 5.874 1.460
H60 2.381 -0.380 5.789
H61 -5.584 -4.137 -0.745
H62 -6.781 2.898 1.352
H63 -2.807 -7.918 3.804
H64 -1.407 5.341 2.092

Values from the calculation:
Lowest unoccupied orbital energy (alpha / beta) in eV: 1.041 / 1.041
Total energy in eV: -448267.580
Charge: -2
Orbital gap (alpha / beta) in eV: 1.91 / 4.41
2S+1: 2

These are the Löwdin partial charges, in e, on atoms 1 to 4: number 1, Br, carries 0.54; number 2, Br, carries 0.56; number 3, Br, carries 0.62; number 4, Br, carries 0.61


Molecular formula: C3H5N3
Method: DFT, the ωB97M-V functional and the def2-TZVPD basis

Positions of all 11 atoms, in Å:
N1 -1.165 -0.561 0.407
N2 0.310 -1.852 -0.722
N3 -0.874 -1.789 -0.084
C1 0.120 1.561 0.598
C2 0.822 -0.664 -0.577
C3 -0.082 0.148 0.165
H1 0.622 2.131 -0.192
H2 1.752 -0.416 -1.061
H3 0.750 1.609 1.493
H4 -0.837 2.036 0.824
H5 -1.486 -2.213 -0.763

Values from the calculation:
Lowest unoccupied orbital energy in eV: 1.081
Total energy in eV: -7661.190
Charge: 0
SMILES: Cc1cn[nH]n1
Orbital gap in eV: 11.15

These are the natural (NBO) partial charges, in e, on atoms 1 to 4: number 1, N, carries -0.24; number 2, N, carries -0.23; number 3, N, carries -0.22; number 4, C, carries -0.64


Molecular formula: C28H31F6N2O2P
Method: DFT, the ωB97M-V functional and the def2-TZVPD basis

Positions of all 70 atoms, in Å:
P1 -1.882 -1.601 3.905
F1 5.126 -2.836 -0.496
F2 4.160 -5.098 -1.229
F3 2.801 -4.151 -3.101
F4 -4.004 1.204 4.165
F5 5.675 -2.177 -2.711
F6 4.225 -1.136 -5.037
O1 -0.714 -2.762 1.028
O2 -1.590 1.397 -2.640
N1 -3.136 3.275 -0.758
N2 2.225 -3.223 0.202
C1 -1.111 0.849 -1.519
C2 2.494 -4.154 2.549
C3 3.857 -0.027 -4.100
C4 -5.384 1.834 -1.134
C5 -1.553 -0.315 1.092
C6 -3.258 1.024 2.870
C7 -4.019 4.531 3.160
C8 4.546 -2.613 -1.874
C9 0.303 0.026 -1.625
C10 -1.838 0.885 -0.037
C11 3.203 -1.700 -1.895
C12 -2.846 2.170 0.250
C13 -4.212 2.930 -1.570
C14 -2.406 -1.079 5.663
C15 4.098 -4.136 -2.386
C16 4.962 2.439 -3.944
C17 2.836 -0.461 -2.900
C18 1.416 0.412 -2.763
C19 0.040 -1.883 4.056
C20 -2.234 -0.267 2.585
C21 2.035 -2.068 -0.753
C22 5.193 0.829 -3.568
C23 -4.387 3.567 -3.102
C24 2.577 -2.788 1.605
C25 -4.594 3.471 2.027
C26 0.619 -1.212 -0.598
C27 -0.538 -1.528 0.549
C28 -3.554 2.210 1.737
H1 -6.165 1.715 -2.029
H2 -5.924 2.257 -0.164
H3 5.194 2.630 -5.092
H4 3.269 0.759 -4.781
H5 5.328 0.695 -2.414
H6 4.951 -4.477 -3.127
H7 1.924 -1.902 2.001
H8 -3.527 4.305 -3.394
H9 -3.147 4.072 3.791
H10 -4.942 4.807 3.844
H11 0.523 -1.020 3.421
H12 1.145 1.307 -3.504
H13 3.811 2.717 -3.805
H14 3.730 -2.478 1.620
H15 -3.551 -1.213 5.893
H16 -4.361 2.675 -3.870
H17 5.645 3.130 -3.255
H18 -4.845 4.104 1.076
H19 -5.461 4.042 -3.157
H20 -4.926 0.756 -0.963
H21 3.058 -5.050 1.999
H22 0.220 -2.960 3.636
H23 -1.702 -1.617 6.449
H24 1.454 -3.923 0.165
H25 -5.640 3.066 2.433
H26 1.349 -4.491 2.569
H27 6.086 0.447 -4.221
H28 2.872 -3.991 3.645
H29 -3.726 5.520 2.582
H30 -2.158 0.080 5.766
H31 0.382 -1.803 5.183

Values from the calculation:
Lowest unoccupied orbital energy in eV: -1.936
Total energy in eV: -62181.183
Charge: 0
SMILES: CCNc1c2c(cc([C@H](F)CC)c1C(F)(F)C(F)F)C(=O)c1c(N=C(C)C)c(CC)c(F)c(P(C)C)c1C2=O
Orbital gap in eV: 5.88

These are the natural (NBO) partial charges, in e, on atoms 1 to 4: number 1, P, carries 0.80; number 2, F, carries -0.35; number 3, F, carries -0.35; number 4, F, carries -0.34


Molecular formula: C5H13NO2
Method: DFT, the ωB97M-V functional and the def2-TZVPD basis

Positions of all 21 atoms, in Å:
O1 -2.354 0.383 -2.249
O2 -2.226 1.915 1.528
N1 0.513 -0.727 1.280
C1 1.609 -0.762 0.400
C2 0.281 0.765 -1.218
C3 2.766 -1.277 0.797
C4 -0.626 -1.232 1.183
C5 1.515 -0.036 -0.940
H1 -1.036 -1.928 0.431
H2 -2.851 -0.155 -2.866
H3 -2.114 1.229 -2.651
H4 2.496 0.478 -0.932
H5 1.851 -0.726 -1.727
H6 3.725 -1.089 0.325
H7 0.062 1.322 -0.304
H8 0.296 1.435 -2.075
H9 -1.891 2.815 1.541
H10 2.938 -2.003 1.584
H11 -1.452 1.346 1.457
H12 -1.294 -1.301 2.041
H13 -0.582 0.146 -1.442

Values from the calculation:
Lowest unoccupied orbital energy in eV: 0.620
Total energy in eV: -10978.416
Charge: 0
SMILES: C=NC(=C)CC.O.O
Orbital gap in eV: 8.99

These are the natural (NBO) partial charges, in e, on atoms 1 to 4: number 1, O, carries -0.95; number 2, O, carries -0.94; number 3, N, carries -0.41; number 4, C, carries 0.15


Molecular formula: C45H39FIrN6O8S3Se
Method: DFT, the ωB97M-V functional and the def2-TZVPD basis

Positions of all 104 atoms, in Å:
Ir1 0.246 0.124 0.342
Se1 3.108 1.560 2.167
S1 0.333 8.359 -4.655
S2 -2.493 -1.789 1.234
S3 -2.277 3.042 0.164
F1 -1.702 -6.683 2.019
O1 0.326 -2.286 0.728
O2 0.633 7.740 -5.952
O3 4.076 -1.014 0.436
O4 2.096 -0.671 -0.551
O5 -1.575 -0.582 1.438
O6 -1.615 1.672 0.056
O7 0.761 9.701 -4.435
O8 -0.788 7.848 -3.931
N1 1.047 1.773 -1.105
N2 1.477 0.819 2.191
N3 3.325 -5.036 0.601
N4 3.217 1.749 3.879
N5 1.514 6.105 -3.500
N6 3.058 7.809 -4.028
C1 -4.306 0.266 0.755
C2 1.852 1.295 5.821
C3 2.873 3.223 -1.645
C4 -1.915 -1.835 -2.785
C5 2.350 2.080 -1.069
C6 3.774 5.867 -2.862
C7 0.666 0.827 6.270
C8 4.455 -6.029 0.472
C9 5.818 -5.363 0.600
C10 1.809 -6.829 1.285
C11 1.236 -3.126 0.703
C12 3.560 -3.766 0.307
C13 -1.882 -1.445 -1.454
C14 -3.912 2.749 0.916
C15 2.928 -7.829 1.253
C16 -1.030 5.972 2.597
C17 -3.954 1.431 1.682
C18 -3.226 -3.359 -0.857
C19 0.534 -7.215 1.633
C20 0.251 2.571 -1.828
C21 -0.761 3.204 2.442
C22 4.030 7.100 -3.445
C23 -1.497 3.902 1.504
C24 -2.612 -2.979 -3.152
C25 2.104 1.275 4.415
C26 2.042 -5.469 0.977
C27 -0.306 0.310 5.356
C28 -3.267 -3.739 -2.190
C29 2.475 5.386 -2.906
C30 -0.282 -4.947 1.399
C31 0.990 -4.533 1.038
C32 -1.635 5.284 1.557
C33 2.974 -1.366 0.062
C34 1.131 0.750 3.490
C35 -0.290 5.283 3.553
C36 -0.099 0.259 4.013
C37 -4.160 -1.107 1.405
C38 0.689 3.732 -2.425
C39 -2.541 -2.202 -0.503
C40 2.023 4.097 -2.309
C41 1.901 7.242 -3.974
C42 -0.489 -6.278 1.681
C43 -0.153 3.903 3.477
C44 2.581 -2.783 0.329
C45 4.255 -7.136 1.491
H1 0.321 -8.248 1.880
H2 2.609 1.686 6.487
H3 -1.090 -4.233 1.453
H4 -3.807 -4.631 -2.477
H5 -0.670 2.130 2.361
H6 -0.776 2.259 -1.929
H7 0.444 0.841 7.329
H8 -1.123 7.048 2.653
H9 4.569 -3.492 0.045
H10 -1.244 -0.058 5.753
H11 -4.376 -1.092 2.476
H12 4.346 -6.451 -0.531
H13 0.001 4.357 -2.977
H14 -4.085 3.619 1.549
H15 -4.632 2.771 0.096
H16 -5.344 0.379 0.436
H17 6.564 -6.150 0.695
H18 2.941 -8.322 0.276
H19 5.022 7.532 -3.455
H20 -4.796 -1.862 0.941
H21 0.185 5.828 4.358
H22 -2.645 -3.280 -4.191
H23 -0.847 -0.144 3.347
H24 5.081 -7.839 1.396
H25 -2.994 1.260 2.171
H26 -3.725 -3.961 -0.103
H27 -4.708 1.507 2.469
H28 -1.348 -0.544 -1.168
H29 3.935 3.408 -1.561
H30 6.092 -4.771 -0.272
H31 4.296 -6.713 2.499
H32 5.876 -4.739 1.493
H33 2.746 -8.605 1.995
H34 0.417 3.369 4.228
H35 2.997 1.350 -0.608
H36 4.580 5.308 -2.409
H37 -1.403 -1.244 -3.533
H38 -3.695 0.304 -0.149
H39 -2.196 5.818 0.797

Values from the calculation:
Lowest unoccupied orbital energy (alpha / beta) in eV: -5.871 / -8.049
Total energy in eV: -176006.972
Charge: +2
Orbital gap (alpha / beta) in eV: 7.02 / 4.79
2S+1: 6

These are the Löwdin partial charges, in e, on atoms 1 to 4: number 1, Ir, carries 1.64; number 2, Se, carries 1.26; number 3, S, carries 0.56; number 4, S, carries 1.07


Molecular formula: C27H24Cl2N3OS2SbTi
Method: DFT, the ωB97M-V functional and the def2-TZVPD basis

Positions of all 61 atoms, in Å:
Sb1 -0.142 1.876 -0.548
Ti1 1.701 -1.545 -0.681
Cl1 2.084 -2.401 2.511
Cl2 4.661 -2.146 3.895
S1 -0.039 -1.139 -2.306
S2 1.959 0.522 0.341
O1 3.129 -2.745 -0.783
N1 0.484 -3.262 -0.431
N2 -2.495 -1.972 -1.728
N3 -0.881 -3.167 -0.674
C1 -0.035 3.520 0.800
C2 -3.794 -0.697 1.514
C3 0.898 -4.438 -0.126
C4 -1.715 0.772 0.364
C5 4.914 -5.633 0.466
C6 2.283 -4.801 0.084
C7 -1.188 4.221 1.147
C8 -1.443 -0.272 1.249
C9 -1.298 2.867 -2.088
C10 1.185 3.900 1.353
C11 1.250 4.969 2.238
C12 4.664 -4.389 -0.076
C13 -2.088 2.126 -2.963
C14 -1.172 4.239 -2.287
C15 -4.077 0.345 0.642
C16 -1.122 5.286 2.033
C17 2.569 -6.066 0.614
C18 3.865 -6.482 0.818
C19 3.669 -1.596 2.541
C20 -1.180 -2.201 -1.484
C21 3.349 -3.955 -0.269
C22 -1.847 4.863 -3.328
C23 -2.648 4.119 -4.184
C24 -3.045 1.072 0.067
C25 -2.476 -1.003 1.818
C26 0.098 5.662 2.578
C27 -2.767 2.748 -4.000
H1 5.938 -5.952 0.612
H2 -1.749 5.932 -3.471
H3 -3.283 1.873 -0.623
H4 -2.755 -1.447 -2.542
H5 -5.105 0.590 0.407
H6 -2.176 1.054 -2.826
H7 2.203 5.257 2.664
H8 1.741 -6.714 0.877
H9 -2.249 -1.815 2.497
H10 4.066 -7.456 1.242
H11 -3.173 4.605 -4.996
H12 0.140 -5.217 -0.052
H13 -3.386 2.163 -4.669
H14 0.148 6.492 3.271
H15 5.469 -3.727 -0.365
H16 4.180 -1.841 1.617
H17 -2.025 5.822 2.300
H18 2.086 3.354 1.102
H19 -0.414 -0.510 1.496
H20 3.493 -0.532 2.632
H21 -2.148 3.937 0.728
H22 -0.557 4.834 -1.621
H23 -3.157 -2.633 -1.355
H24 -4.601 -1.267 1.957

Values from the calculation:
Lowest unoccupied orbital energy (alpha / beta) in eV: -0.050 / -1.064
Total energy in eV: -111275.845
Charge: 0
Orbital gap (alpha / beta) in eV: 6.69 / 7.30
2S+1: 3

These are the natural (NBO) partial charges, in e, on atoms 1 to 4: number 1, Sb, carries 1.47; number 2, Ti, carries 1.38; number 3, Cl, carries 0.00; number 4, Cl, carries -0.02


Molecular formula: CH2Cl2NO2P
Method: DFT, the ωB97M-V functional and the def2-TZVPD basis

Positions of all 9 atoms, in Å:
Cl1 3.003 -1.182 1.461
Cl2 -0.090 -1.042 1.778
P1 1.475 -0.383 0.527
O1 1.507 -1.483 -0.666
O2 -2.606 2.404 -1.354
N1 -1.450 0.761 -0.160
C1 -1.959 1.692 -0.705
H1 -0.878 0.624 0.593
H2 0.997 -1.390 -1.475

Values from the calculation:
Lowest unoccupied orbital energy in eV: 0.382
Total energy in eV: -40989.787
Charge: 0
SMILES: OP(Cl)Cl.N=C=O
Orbital gap in eV: 10.62

These are the natural (NBO) partial charges, in e, on atoms 1 to 4: number 1, Cl, carries -0.25; number 2, Cl, carries -0.34; number 3, P, carries 1.10; number 4, O, carries -1.01


Molecular formula: C11H12NO2
Method: DFT, the ωB97M-V functional and the def2-TZVPD basis

Positions of all 26 atoms, in Å:
O1 2.201 0.103 -2.079
O2 3.973 -0.700 -0.941
N1 -0.204 0.910 -1.365
C1 2.121 -2.132 -1.050
C2 1.325 1.300 0.666
C3 -1.141 0.349 0.599
C4 0.024 0.764 2.712
C5 -1.444 0.417 -1.577
C6 -3.488 -0.141 -0.258
C7 1.239 1.307 2.150
C8 -2.119 0.024 -0.427
C9 -1.030 0.273 2.039
C10 0.119 0.747 0.018
C11 2.810 -0.714 -1.398
H1 -4.140 0.774 -0.522
H2 0.019 0.786 3.850
H3 -1.812 0.745 -2.483
H4 -3.845 -0.479 0.668
H5 -3.902 -0.914 -0.881
H6 1.527 -2.059 -0.107
H7 2.950 -2.813 -0.820
H8 1.594 -2.288 -1.961
H9 0.718 0.955 -2.001
H10 2.163 1.694 -0.005
H11 -1.760 -0.524 2.393
H12 2.104 1.616 2.780

Values from the calculation:
Lowest unoccupied orbital energy in eV: 3.309
Total energy in eV: -17186.404
Charge: -1
Orbital gap in eV: 7.53

These are the natural (NBO) partial charges, in e, on atoms 1 to 4: number 1, O, carries -0.82; number 2, O, carries -0.78; number 3, N, carries -0.55; number 4, C, carries -0.77


Calculated values (eV Å⁻¹) of strongest force on any atom for the records, taken in order: 5.98, 1.54, 7.84, 2.53, 3.06, 0.31, 2.48, 5.71.